## i
11
Properties=species:S:1:pos:R:3:mulliken_charge:R:1 method="wB97M-V/def2-TZVPD" charge=0 homo_energy_ev=-8.9 multiplicity=1 smiles="CSCC=S"
C -2.049 0.154 0.033 -0.828
S -0.512 -0.986 -0.328 -0.085
C 0.828 0.273 -0.300 -0.221
C 1.985 -0.522 0.251 -0.355
S 3.599 -0.303 -0.183 -0.188
H -2.060 0.141 1.169 0.266
H -2.890 -0.505 -0.344 0.295
H -1.837 1.037 -0.430 0.327
H 1.075 0.774 -1.289 0.289
H 0.243 1.176 0.328 0.241
H 1.619 -1.239 1.093 0.257

---

## ii
11
Properties=species:S:1:pos:R:3:mulliken_charge:R:1 method="wB97M-V/def2-TZVPD" charge=0 homo_energy_ev="-7.8 / -8.7" multiplicity=1
C -0.390 0.897 1.692 -0.708
C 0.287 -1.794 0.424 -0.500
C -0.381 2.192 1.422 0.230
S -0.679 -1.892 -1.007 -0.099
S 0.626 2.579 -0.010 -0.232
H -0.524 0.073 2.463 0.237
H -0.226 -2.403 1.191 0.277
H 0.667 -0.819 0.545 0.175
H -0.964 2.924 1.933 0.356
H 0.095 -1.081 -1.756 0.121
H 0.880 1.180 -0.111 0.143

---

Quick one: least stable of them? ii

---

## i
8
Properties=species:S:1:pos:R:3:mulliken_charge:R:1 method="wB97M-V/def2-TZVPD" charge=0 homo_energy_ev=-9.8 multiplicity=1
C -0.277 0.353 -0.821 -0.818
O 0.091 -1.842 0.692 -0.504
S -1.185 0.185 2.287 -0.280
S -0.057 -0.402 0.888 0.523
I 1.623 0.086 -1.743 0.185
H -1.070 0.002 -1.463 0.387
H -0.440 1.431 -0.666 0.354
H 1.317 0.186 0.825 0.154

---

## ii
8
Properties=species:S:1:pos:R:3:mulliken_charge:R:1 method="wB97M-V/def2-TZVPD" charge=0 homo_energy_ev=-8.9 multiplicity=1
C -0.681 1.026 0.541 -0.393
O 1.576 -0.766 -0.638 -0.612
S -1.757 -0.724 -1.640 -0.308
S -1.970 0.191 0.023 0.132
I 2.583 -1.131 1.080 0.237
H -0.757 1.468 1.529 0.308
H 0.048 1.534 -0.136 0.271
H 0.958 -1.597 -0.759 0.366

---

Quick one: least stable of them? ii

---

## i
8
Properties=species:S:1:pos:R:3:mulliken_charge:R:1 method="wB97M-V/def2-TZVPD" charge=0 homo_energy_ev=-12.4 multiplicity=1 smiles="O=C(F)C(O)(F)F"
O -1.244 1.637 -0.116 -0.341
C -1.063 0.495 -0.085 0.357
F -2.197 -0.259 -0.003 -0.213
C 0.277 -0.284 -0.117 0.832
O 1.356 0.562 -0.005 -0.479
F 0.404 -1.151 1.005 -0.291
F 0.310 -1.190 -1.122 -0.229
H 2.157 0.191 0.442 0.364

---

## ii
8
Properties=species:S:1:pos:R:3:mulliken_charge:R:1 method="wB97M-V/def2-TZVPD" charge=0 homo_energy_ev=-12.1 multiplicity=1
C 0.875 -0.576 -0.351 0.541
C -0.154 0.522 -0.332 0.592
O 1.129 -1.336 -1.211 -0.358
O -1.527 -0.198 0.603 -0.497
F 1.275 -0.816 0.966 -0.210
F 0.213 1.588 0.410 -0.192
F -0.654 0.957 -1.508 -0.175
H -1.157 -0.140 1.423 0.300

---

Quick one: least stable of them? ii

---

## i
8
Properties=species:S:1:pos:R:3:mulliken_charge:R:1 method="wB97M-V/def2-TZVPD" charge=0 homo_energy_ev=-10.9 multiplicity=1
C -0.335 -0.821 -0.829 0.645
C 0.755 1.070 1.229 0.143
O 0.079 -1.705 -1.430 -0.392
O -1.024 -0.703 0.229 -0.340
F -0.201 0.430 -1.393 -0.232
F 0.311 2.254 1.050 -0.088
F 1.832 0.967 0.531 -0.087
H -1.419 -1.493 0.614 0.351

---

## ii
8
Properties=species:S:1:pos:R:3:mulliken_charge:R:1 method="wB97M-V/def2-TZVPD" charge=0 homo_energy_ev=-10.6 multiplicity=1
C 0.105 0.332 0.832 0.394
C 0.895 0.530 -0.163 0.438
O -1.139 -1.513 -0.436 -0.325
O -1.573 -0.525 0.434 -0.269
F 0.108 0.632 2.126 -0.183
F 2.028 1.185 -0.045 -0.220
F 0.698 0.296 -1.420 -0.193
H -1.121 -0.938 -1.328 0.359

---

Quick one: least stable of them? ii

---

## i
21
Properties=species:S:1:pos:R:3:mulliken_charge:R:1 method="wB97M-V/def2-TZVPD" charge=0 homo_energy_ev=-8.4 multiplicity=1 smiles=C1N[C@@H]2CN[C@H]1C21CC1
C -1.055 1.358 0.549 -0.745
N -1.081 1.141 -0.936 -0.588
C -0.302 -0.129 -1.091 -0.099
C -1.107 -1.314 -0.534 -0.780
N -1.067 -1.118 0.907 -0.541
C -0.304 0.158 1.055 -0.250
C 0.752 0.007 -0.036 0.012
C 2.034 0.734 -0.095 -0.377
C 2.017 -0.755 0.080 -0.440
H -0.523 2.287 0.834 0.352
H -2.048 1.372 1.029 0.304
H -2.023 0.973 -1.286 0.318
H 0.187 -0.299 -2.059 0.458
H -0.651 -2.275 -0.828 0.333
H -2.138 -1.383 -0.929 0.319
H -2.006 -0.959 1.288 0.307
H 0.159 0.247 2.043 0.484
H 2.266 1.335 0.803 0.234
H 2.333 1.154 -1.070 0.234
H 2.254 -1.375 -0.791 0.239
H 2.304 -1.158 1.066 0.227

---

## ii
21
Properties=species:S:1:pos:R:3:mulliken_charge:R:1 method="wB97M-V/def2-TZVPD" charge=0 homo_energy_ev=-7.7 multiplicity=1
C -2.046 -0.350 -0.646 -0.980
C -1.050 -0.317 0.456 0.785
C -1.025 0.442 1.777 -1.063
C -0.517 1.154 0.598 -0.429
C 1.583 0.507 -0.616 0.019
C 2.375 -0.610 -0.417 -0.917
C 0.965 -0.742 -0.824 -0.154
H -1.533 0.633 -1.673 0.185
H -2.198 -1.727 -1.091 0.215
H -3.232 -0.007 -0.190 0.238
H -0.496 -0.165 2.351 0.388
H -1.977 0.700 2.174 0.313
H -1.085 1.999 0.307 0.393
H 1.264 2.021 0.798 0.236
H 2.016 1.379 -1.238 0.255
H 2.744 -1.004 0.580 0.336
H 2.733 -0.688 -1.433 0.309
H 0.373 -0.900 -1.936 0.190
H 0.090 -2.269 0.270 0.276
N 0.953 1.134 0.580 -0.325
N 0.063 -1.192 0.174 -0.271

---

Quick one: least stable of them? ii

---

## i
16
Properties=species:S:1:pos:R:3:mulliken_charge:R:1 method="wB97M-V/def2-TZVPD" charge=0 homo_energy_ev=-9.0 multiplicity=1 smiles="[H]/N=C/NC.O.O"
H -2.308 0.514 0.987 0.191
N -1.602 0.438 0.271 -0.494
C -0.480 1.015 0.553 -0.048
N 0.840 0.753 0.264 -0.193
C 1.789 1.151 1.216 -0.919
H -0.671 1.912 1.153 0.234
H 1.279 0.105 -0.432 0.340
H 2.748 1.269 0.700 0.322
H 2.201 0.402 1.951 0.299
H 1.699 2.055 1.864 0.298
O -3.057 -1.152 -2.104 -0.661
H -2.239 -0.609 -2.300 0.318
H -3.078 -1.175 -1.145 0.331
O 0.926 -2.003 -1.347 -0.678
H 1.650 -2.575 -1.099 0.309
H 0.303 -2.097 -0.531 0.349

---

## ii
16
Properties=species:S:1:pos:R:3:mulliken_charge:R:1 method="wB97M-V/def2-TZVPD" charge=0 homo_energy_ev=-8.8 multiplicity=1 smiles="[H]/N=C/NC.O.O"
H 0.131 0.282 0.742 0.178
N 0.913 -0.032 0.178 -0.676
C 1.801 -0.543 0.949 0.040
N 2.340 -1.790 0.866 -0.266
C 1.557 -2.887 0.274 -0.716
H 2.121 -0.034 1.876 0.336
H 2.821 -1.981 1.724 0.317
H 0.512 -2.786 0.596 0.257
H 1.587 -2.768 -0.799 0.220
H 1.996 -3.798 0.665 0.331
O -6.956 2.652 0.324 -0.635
H -6.686 1.763 0.114 0.317
H -6.487 2.898 1.117 0.317
O 1.647 1.958 -2.260 -0.670
H 2.006 1.248 -2.817 0.314
H 1.144 1.500 -1.587 0.337

---

Quick one: least stable of them? i